[1]
ORCA calculation (wB97M-V/def2-TZVPD) on a cluster of 14 separate species, C26H41BrCl39N2O in total in a non-equilibrium geometry.

As for the spin multiplicity: 1. For the HOMO energy, the calculation gives -11.204 eV. The LUMO energy comes out at -2.61 eV. As for the net charge: +1. The orbital gap comes out at 8.59 eV.

```
110
C26H41BrCl39N2O (wB97M-V/def2-TZVPD)
C -3.71094 -0.84366 3.68746
O -3.40335 0.62138 3.59313
C -2.88016 0.80524 2.22063
C -1.29325 1.25704 2.17413
C -0.52481 0.16335 1.18376
C 1.10723 0.17791 1.33444
C 1.91565 -0.78079 0.28048
C 1.29808 -0.83109 -1.23663
C 1.87728 -2.24731 -1.91291
C 0.60745 -3.24801 -2.18464
C 0.82068 -4.88902 -1.94853
C -0.71002 -5.37934 -2.36996
Br -1.03957 -7.32004 -2.72613
C -1.16477 -4.24990 -3.48307
C -1.96597 -4.71529 -4.83552
N -3.46565 -4.56553 -4.54261
N 0.00944 -3.27628 -3.60516
H -4.11106 -1.11159 4.75825
H -2.75409 -1.50638 3.42884
H -4.57536 -1.12995 2.93176
H -3.54241 1.59499 1.63644
H -3.02705 -0.22003 1.64375
H -1.27967 2.34481 1.68525
H -0.78643 1.33481 3.23206
H -0.79141 0.51261 0.07385
H -0.94409 -0.94008 1.31657
H 1.58274 1.27232 1.34318
H 1.34204 -0.25331 2.42260
H 2.04147 -1.85575 0.75861
H 3.01817 -0.33317 0.18178
H 1.74910 0.03345 -1.88979
H 0.13257 -0.91626 -1.30066
H 2.67801 -2.73916 -1.20119
H 2.41505 -2.01748 -2.92642
H -0.36377 -3.06157 -1.52869
H 1.48304 -5.32416 -2.84014
H 1.18689 -5.23869 -0.88006
H -1.32827 -5.04336 -1.42787
H -1.99006 -3.60713 -2.92447
H -1.71316 -5.79911 -5.20745
H -1.76203 -3.99397 -5.76258
H -3.68534 -4.85647 -3.56181
H -3.64377 -3.51770 -4.57828
H 0.69274 -3.65146 -4.32616
H -0.24963 -2.28955 -3.90564
C -0.65949 -5.43584 1.92667
Cl -1.10983 -7.03652 1.31481
Cl 1.09180 -5.19460 1.80825
Cl -1.52352 -4.16623 1.04285
H -0.94472 -5.37713 2.98016
C -3.77218 -1.27984 7.85939
Cl -2.13642 -1.71497 7.33563
Cl -4.94763 -2.47522 7.28614
Cl -3.84252 -1.13480 9.62393
H -4.02673 -0.31025 7.42378
C 5.96181 -2.26198 0.94871
Cl 5.59271 -0.72567 0.14690
Cl 4.56280 -3.34747 0.88771
Cl 7.37622 -3.02770 0.20527
H 6.19275 -2.05647 1.99708
C 3.38000 1.46058 4.70134
Cl 4.08503 2.79258 3.76963
Cl 1.74108 1.87276 5.23360
Cl 3.36656 -0.02997 3.74340
H 3.99833 1.29495 5.58728
C 7.77590 2.22158 -2.11986
Cl 9.24343 3.16573 -1.81279
Cl 8.00050 0.53939 -1.61092
Cl 6.38692 2.94273 -1.28904
H 7.57796 2.23265 -3.19473
C -3.64713 4.69524 2.70488
Cl -3.09992 6.38045 2.70790
Cl -3.19599 3.89732 1.18862
Cl -2.97569 3.82059 4.09187
H -4.73698 4.68694 2.78736
C -5.59273 -6.57717 -1.86406
Cl -6.44448 -5.16742 -2.51713
Cl -4.02193 -6.10102 -1.19692
Cl -6.57586 -7.38053 -0.62807
H -5.42043 -7.28380 -2.67993
C -5.93007 7.36008 5.02861
Cl -7.19136 8.36071 4.28885
Cl -6.10046 7.34740 6.79214
Cl -5.98844 5.70982 4.38609
H -4.95749 7.79229 4.77972
C -3.01194 -10.30817 -1.40165
Cl -4.74970 -10.20416 -1.73142
Cl -2.57894 -9.28847 -0.01892
Cl -2.53372 -11.98902 -1.10899
H -2.47242 -9.94462 -2.27994
C 4.92679 6.39068 -2.05578
Cl 4.31873 8.04893 -1.91497
Cl 6.68201 6.34929 -1.81761
Cl 4.11578 5.32964 -0.89128
H 4.70732 6.02782 -3.06316
C 5.95372 11.51831 -1.39848
Cl 6.55553 13.18260 -1.48402
Cl 6.53003 10.72335 0.07636
Cl 4.18338 11.49254 -1.46794
H 6.34016 10.96770 -2.25995
C 0.14560 -2.04594 -8.09714
Cl -1.59215 -1.94193 -8.42690
Cl 0.57860 -1.02624 -6.71440
Cl 0.62382 -3.72679 -7.80448
H 0.68513 -1.68239 -8.97543
C 0.87328 12.70050 0.05161
Cl -0.38802 13.70113 -0.68815
Cl 0.70289 12.68782 1.81514
Cl 0.81490 11.05024 -0.59091
H 1.84585 13.13270 -0.19727
```

[2]
ORCA calculation (wB97M-V/def2-TZVPD) on a cluster of 3 separate species, C14H37NO10P2SSi in total in a non-equilibrium geometry.

As for the spin multiplicity: 1. For the HOMO energy, the calculation gives -9.185 eV. The LUMO energy comes out at 0.54 eV. As for the net charge: 0. The orbital gap comes out at 9.72 eV.

```
66
C14H37NO10P2SSi (wB97M-V/def2-TZVPD)
C 2.39350 -2.34649 1.08351
N 2.37262 -2.50422 -0.36504
C 2.09029 -1.24503 -1.06757
Si 3.57212 -0.06679 -1.11414
S 4.64340 -0.46349 -2.93434
C 3.07931 1.74882 -0.97090
C 3.03044 2.24445 0.49860
C 1.75210 3.02894 0.79679
C 0.52265 2.14030 1.00572
O -0.04863 2.23326 2.31490
C 0.79705 2.08158 3.37276
C 1.66785 0.85935 3.42181
O 0.75716 2.88198 4.30481
H 1.49045 -1.86028 1.46166
H 2.43429 -3.33139 1.53606
H 3.27343 -1.80975 1.41054
H 1.59785 -3.12082 -0.56423
H 1.18674 -0.75059 -0.69597
H 1.88086 -1.50108 -2.10394
H 4.42861 -0.35762 0.05910
H 5.17210 0.74458 -3.14678
H 2.12485 1.92573 -1.45248
H 3.85336 2.30713 -1.48601
H 3.14413 1.41003 1.18386
H 3.87959 2.89599 0.66816
H 1.56906 3.64266 -0.07962
H 1.87951 3.71840 1.62376
H -0.27158 2.46564 0.34810
H 0.75022 1.10892 0.74422
H 1.77009 0.33520 2.48246
H 2.64052 1.17049 3.77986
H 1.26757 0.16506 4.15017
C -4.52775 4.14427 5.66407
O -4.69961 2.85460 5.06051
P -5.16139 2.73107 3.55520
O -5.24788 1.35520 3.08396
O -4.18591 3.67303 2.72262
C -2.80482 3.27862 2.62135
O -6.50277 3.57006 3.52747
C -7.15125 3.75958 2.26091
H -3.49602 4.23102 6.00054
H -4.74773 4.95162 4.96768
H -5.19516 4.21584 6.51986
H -2.66584 2.23287 2.88669
H -2.20365 3.90334 3.27983
H -2.48365 3.42737 1.59427
H -6.89006 2.96709 1.56030
H -6.86239 4.72527 1.84821
H -8.22393 3.74245 2.43326
C -0.61231 -6.27120 -3.75200
O -0.79525 -4.86174 -3.94740
P 0.40854 -3.95840 -4.42699
O 0.05107 -2.55700 -4.60223
O 0.99692 -4.67273 -5.72483
C 0.19036 -4.66986 -6.91161
O 1.53053 -4.26850 -3.35966
C 2.83367 -3.69160 -3.56449
H -1.30224 -6.80141 -4.40627
H 0.40665 -6.58392 -3.97371
H -0.84348 -6.50833 -2.71621
H -0.59905 -3.92065 -6.85682
H -0.25023 -5.65762 -7.04624
H 0.83494 -4.44419 -7.75703
H 2.78142 -2.80717 -4.19957
H 3.49250 -4.43011 -4.01857
H 3.22425 -3.40984 -2.58892
```

[3]
ORCA calculation (wB97M-V/def2-TZVPD) on a structure of composition C41H74BaGeN4O5P3S2 in a non-equilibrium geometry.

As for the expectation value of S²: 1.766. As for the spin multiplicity: 2. For the HOMO energy (spin up / spin down), the calculation gives -1.831 / -1.831 eV. The LUMO energy (spin up / spin down) comes out at 2.79 / 1.51 eV. As for the net charge: -2. The energy above the lowest of the compared OMol25 structures with the same formula, charge and spin comes out at 300.1 kcal per mole. The orbital gap (spin up / spin down) comes out at 4.62 / 3.34 eV.

```
131
C41H74BaGeN4O5P3S2 (wB97M-V/def2-TZVPD)
Ba 11.41150 12.91602 10.72520
C 14.89789 8.42456 11.14229
C 14.80832 9.85467 11.47921
C 13.55411 10.69530 10.97352
P 14.83334 10.72961 13.14985
C 14.13778 9.39308 14.11566
N 13.54878 9.90701 15.53050
Ge 11.77922 10.88026 15.02447
N 11.69013 12.04888 16.55741
C 10.52315 12.81961 16.36796
P 10.64431 14.73284 16.47122
C 10.21395 14.83994 18.27728
C 10.50082 13.80924 19.11243
C 9.10434 15.93807 24.59666
C 8.84704 14.98812 15.95603
C 7.66879 14.21269 16.46261
C 8.67823 16.51129 15.97815
C 12.83535 12.54380 17.01800
C 13.49538 13.76289 16.78986
C 14.63331 14.06165 17.49949
C 15.15131 13.10004 18.38994
C 14.52535 11.91708 18.62434
C 13.34422 11.55330 18.01982
N 12.59344 10.43102 18.06775
C 12.81286 9.05053 17.66662
C 12.44206 8.01391 18.40272
C 12.63247 6.72780 17.93910
C 13.07225 6.36455 16.75361
C 13.37942 7.39847 15.95158
C 13.27809 8.74747 16.35214
C 11.30396 10.55800 18.49392
C 10.82475 11.00707 19.71595
C 9.50773 11.07469 20.06295
C 8.55836 10.35761 19.38707
C 8.91938 9.78169 18.11828
C 10.21429 10.03213 17.52515
N 10.61872 9.77224 16.28886
C 10.02137 8.57935 15.48480
P 9.08981 9.19768 14.00144
C 7.45569 9.79208 14.53749
C 6.42725 8.97590 15.22167
C 6.84970 10.69563 13.46747
C 8.69129 7.59793 13.09960
C 9.93765 7.56156 12.13778
C 8.76251 6.30461 13.97740
C 16.80146 10.50688 13.59577
C 17.41842 11.81287 12.63474
C 16.84808 10.57430 15.02740
H 15.05458 8.11578 9.97620
H 13.92453 7.93836 10.95606
H 15.19799 7.69366 11.98871
H 15.37512 10.15189 10.85729
H 13.71097 11.77159 10.69695
H 12.34174 10.30469 11.51785
H 13.17453 10.40084 10.14423
H 14.95184 8.64710 14.40569
H 13.05719 8.80442 13.86556
H 9.59934 12.28530 17.17263
H 10.11902 12.86050 15.32854
H 9.56269 15.73024 18.20516
H 11.47034 13.48880 19.36249
H 15.90512 11.25493 20.29710
H 9.72456 14.41054 20.17643
H 9.70837 16.66017 25.13023
H 8.56012 14.99678 24.91655
H 9.47777 15.92869 23.49362
H 8.86828 14.61450 14.83492
H 7.51450 14.28063 17.55505
H 7.68556 13.17798 16.03722
H 6.75932 14.58488 16.03176
H 8.77589 16.85262 16.99295
H 7.72345 16.84029 15.57402
H 9.54526 17.02256 15.51079
H 13.01501 14.34454 15.94483
H 15.19296 14.90136 17.16203
H 16.10044 13.40692 19.00484
H 14.87386 11.06342 19.55310
H 12.08868 8.18857 19.41258
H 12.33604 6.08854 18.65198
H 13.34479 5.39018 16.47933
H 13.77819 7.24719 14.98567
H 11.68508 11.47066 20.39212
H 9.28749 11.75206 20.80249
H 7.46331 10.33196 19.80292
H 8.26586 9.21212 17.50334
H 9.33789 8.13959 16.24741
H 10.74804 8.17344 14.84349
H 7.92492 10.35468 15.26454
H 5.51209 8.60434 14.75088
H 5.91271 9.31657 16.30414
H 7.10039 8.30341 15.75837
H 7.13853 10.54675 12.42523
H 7.10530 11.71665 13.79893
H 5.83453 10.62102 13.68359
H 7.67713 7.70608 12.71942
H 10.80972 7.47436 12.99187
H 9.72874 8.50749 11.58611
H 10.12306 6.59103 11.71394
H 9.62628 6.22022 14.39764
H 8.57494 5.50107 13.21731
H 7.83915 6.36756 14.85818
H 16.66310 9.37816 13.30679
H 16.91856 12.83989 12.85336
H 17.28224 11.14400 11.76490
H 18.77348 11.75972 12.71190
H 15.93469 10.84798 15.44096
H 17.41873 11.39645 15.36762
H 17.15494 9.59479 15.67092
O 9.48024 11.22971 11.64611
H 9.98425 10.45641 11.82314
H 9.23312 8.58899 6.44102
O 9.80439 8.19376 5.95709
H 10.39036 8.91411 5.73541
H 11.32655 13.87579 13.64905
O 12.82509 12.80647 8.64738
H 17.28604 12.24109 8.01163
H 13.20543 11.92991 8.44848
O 17.86294 11.70167 7.58818
H 6.01059 5.06766 9.48833
H 18.50196 12.49880 7.53571
S 9.58671 16.26158 4.47692
O 10.96311 14.34768 12.95555
C 11.15066 15.06532 6.69467
S 10.05420 14.49324 5.26451
C 8.60471 13.76076 6.01428
H 10.58959 15.94875 7.19510
H 12.07111 15.57341 6.16768
H 11.43267 14.43846 7.46289
H 8.82490 12.71664 6.23621
H 5.53722 4.57739 9.47145
H 7.71026 13.73013 5.33910
```

[4]
ORCA calculation (wB97M-V/def2-TZVPD) on a structure of composition C3H4O2V in a non-equilibrium geometry.

As for the expectation value of S²: 3.773. As for the spin multiplicity: 4. For the HOMO energy (spin up / spin down), the calculation gives -8.195 / -8.212 eV. The LUMO energy (spin up / spin down) comes out at -0.90 / -1.11 eV. As for the net charge: 0. The energy above the lowest of the compared OMol25 structures with the same formula, charge and spin comes out at 6.0 kcal per mole. The orbital gap (spin up / spin down) comes out at 7.30 / 7.10 eV.

```
10
C3H4O2V (wB97M-V/def2-TZVPD)
C -0.43948 1.79428 -0.92168
C 0.19611 0.90407 -1.72459
O -0.16467 -0.65566 0.38124
C -0.38996 -1.02754 1.56571
O -1.75259 -0.75531 1.75998
H 0.24216 2.52210 -0.45439
H 1.13730 1.07903 -2.26253
H -2.13267 -1.22617 2.50777
V -1.84008 0.82772 0.18335
H -0.83172 0.14823 -2.08722
```

[5]
ORCA calculation (wB97M-V/def2-TZVPD) on a structure of composition C21H18BrN3O2W in a non-equilibrium geometry.

As for the expectation value of S²: 2.026. As for the spin multiplicity: 3. For the HOMO energy (spin up / spin down), the calculation gives -14.283 / -14.912 eV. The LUMO energy (spin up / spin down) comes out at -7.33 / -7.84 eV. As for the net charge: +2. The energy above the lowest of the compared OMol25 structures with the same formula, charge and spin comes out at 19.7 kcal per mole. The orbital gap (spin up / spin down) comes out at 6.95 / 7.07 eV.

```
46
C21H18BrN3O2W (wB97M-V/def2-TZVPD)
W 0.39853 -0.01802 0.16421
O 0.62465 1.41776 -0.90873
C 1.13726 1.88639 -2.02756
C 0.82457 3.15606 -2.52105
C 1.42396 3.60567 -3.68059
C 2.34177 2.80261 -4.36188
C 2.65319 1.54316 -3.89874
C 2.04619 1.03922 -2.73251
C 2.31948 -0.26210 -2.24147
N 1.78551 -0.78961 -1.15285
C 2.30095 -2.10641 -0.77588
C 1.14862 -2.89881 -0.16294
N 0.47820 -2.01311 0.79634
C 0.03337 -2.59376 1.89010
C -0.47730 -1.91110 3.02524
C -0.91767 -2.59199 4.17807
C -1.32351 -1.89142 5.29438
C -1.31929 -0.49320 5.29463
C -0.90926 0.20506 4.17756
C -0.48603 -0.48168 3.03316
O -0.10940 0.14770 1.94408
H 0.11613 3.76375 -1.97620
H 1.18630 4.58933 -4.05388
H 2.80811 3.17853 -5.25921
H 3.37076 0.93359 -4.42596
H 3.03300 -0.85624 -2.80847
H 3.09212 -1.95602 -0.03044
H 2.73020 -2.64115 -1.63069
H 1.52226 -3.80992 0.32002
H 0.44438 -3.18673 -0.95766
H 0.10294 -3.67890 1.96482
H -0.93678 -3.67082 4.17842
H -1.62604 -2.42061 6.18472
H -1.63554 0.05316 6.16989
H -0.89210 1.28283 4.17146
Br -5.22347 4.09890 0.00280
C -3.78418 2.89157 0.03659
C -3.88469 1.63700 -0.56901
C -2.81082 0.77204 -0.48730
N -1.67821 1.08379 0.15014
C -1.57142 2.29685 0.71700
C -2.59176 3.22199 0.68803
H -4.78393 1.34598 -1.08735
H -2.85152 -0.21677 -0.94095
H -0.62277 2.51581 1.20952
H -2.47811 4.18503 1.16056
```

[6]
ORCA calculation (wB97M-V/def2-TZVPD) on a structure of composition C4H5KLiO in a non-equilibrium geometry.

As for the spin multiplicity: 1. For the HOMO energy, the calculation gives -9.617 eV. The LUMO energy comes out at -5.53 eV. As for the net charge: +1. The energy above the lowest of the compared OMol25 structures with the same formula, charge and spin comes out at 20.5 kcal per mole. The orbital gap comes out at 4.08 eV.

```
12
C4H5KLiO (wB97M-V/def2-TZVPD)
C -2.62841 1.61666 -0.26438
C -3.75340 1.72719 0.22886
H -4.73040 1.85962 0.66454
C 0.52900 -1.37202 0.52381
C 1.79554 -0.76411 0.08919
O 1.88542 0.23063 -0.64287
K -0.16956 1.53026 -1.86694
H 0.42770 -1.19370 1.60767
H -0.26179 -1.08689 -0.20069
H 0.62464 -2.46522 0.42902
H 2.72365 -1.20604 0.49234
Li 3.55761 1.12364 -1.06055
```

[7]
ORCA calculation (wB97M-V/def2-TZVPD) on the molecule C5H8O2.

As for the spin multiplicity: 1. For the HOMO energy, the calculation gives -9.670 eV. The LUMO energy comes out at 0.89 eV. As for the net charge: 0. The energy above the lowest of the compared OMol25 structures with the same formula, charge and spin comes out at 33.9 kcal per mole. The orbital gap comes out at 10.56 eV.

```
15
C5H8O2 (wB97M-V/def2-TZVPD)
O 2.34788 0.70124 -0.75025
C 2.09559 0.31313 0.37159
C 0.80844 -0.36478 0.77977
C -0.30237 -0.25036 -0.24497
O 0.06669 -0.73724 -1.50106
C -1.72664 -0.52320 0.12136
C -1.28808 0.89621 -0.09218
H 2.85394 0.42893 1.17440
H 0.49256 0.05711 1.73974
H 1.06478 -1.41934 0.96771
H 0.86148 -0.24521 -1.76744
H -2.04328 -0.78211 1.12723
H -2.29605 -0.95480 -0.69662
H -1.72225 1.41535 -0.93798
H -1.20770 1.49437 0.81473
```

[8]
ORCA calculation (wB97M-V/def2-TZVPD) on the molecule C3H9NO3 in a non-equilibrium geometry.

As for the spin multiplicity: 1. For the HOMO energy, the calculation gives -7.720 eV. The LUMO energy comes out at 0.50 eV. As for the net charge: 0. The energy above the lowest of the compared OMol25 structures with the same formula, charge and spin comes out at 116.3 kcal per mole. The orbital gap comes out at 8.22 eV.

```
16
C3H9NO3 (wB97M-V/def2-TZVPD)
C 1.59628 0.68456 0.10470
N 0.30444 -0.30657 -0.10180
C -0.13501 -1.06990 1.06848
O 1.14319 -1.05019 -0.92735
C -0.83416 0.26620 -0.89661
O -1.76568 -0.68229 -1.22895
O -1.45709 1.27571 -0.14499
H 2.58791 0.24212 0.15691
H 1.52531 1.41054 -0.70068
H 1.35853 1.16249 1.05551
H 0.73476 -1.30353 1.68098
H -0.84931 -0.48244 1.65021
H -0.56949 -2.00615 0.70945
H -0.38115 0.61537 -1.82846
H -2.34852 -0.82461 -0.47080
H -0.91000 2.06870 -0.12660
```

no.,E_tot (eV)
1,-591057.905
2,-74378.896
3,-166631.597
4,-32951.895
5,-102488.478
6,-22796.870
7,-9408.363
8,-10885.539